Formula: F12KP2
Source: the OMol25 dataset
Level of theory: ωB97M-V/def2-TZVPD

The net charge is -1. As for the energy above the lowest of the compared OMol25 structures with the same formula, charge and spin: 57.1 kcal/mol.

XYZ file:
```
15
Properties=species:S:1:pos:R:3:forces:R:3
K 1.292859 0.701474 -1.132520 1.162 4.018 -2.854
P 1.541950 -0.595928 1.624503 -2.753 -4.061 2.177
F 1.832646 -0.820977 0.032229 1.480 -3.755 2.617
F -0.095780 -0.918984 1.502627 1.470 -0.187 -0.718
F 1.712546 -2.173021 1.888503 0.447 -0.448 -0.307
F 1.279740 -0.306390 3.128560 -0.529 0.231 2.712
F 3.074287 -0.401959 1.969758 1.462 0.804 -1.336
F 1.203580 0.877523 1.315881 0.484 3.075 -0.931
P -1.715284 0.491464 -1.454025 -1.462 0.306 0.444
F -2.859860 1.623631 -1.262469 0.089 -0.260 0.417
F -2.863469 -0.664784 -1.472256 1.233 0.333 0.393
F -1.857027 0.660947 -3.032547 -0.046 -1.145 -0.983
F -0.454299 -0.642206 -1.597496 -2.163 0.379 -0.716
F -0.629819 1.752596 -1.662500 -0.340 0.137 0.952
F -1.462071 0.416615 0.151752 -0.534 0.573 -1.867
```
Positions in Å, forces in eV/Å.

Here are the Löwdin charges for atoms 1 to 5, given in e: K 1.11; P 0.04; F -0.37; F -0.19; F -0.15

=====

Formula: F12Li2N6O24S12
Source: the OMol25 dataset
Level of theory: ωB97M-V/def2-TZVPD

The net charge is -4.

XYZ file:
```
56
Properties=species:S:1:pos:R:3:forces:R:3
Li 1.285734 2.094172 -1.701796 -0.516 -0.489 -0.750
Li 0.870366 -0.195926 -0.018424 -1.636 -0.886 0.989
N -1.641847 2.332966 -3.252611 0.168 -4.131 2.308
S -0.726272 1.720085 -4.344300 3.589 4.133 -5.437
O -1.377294 1.137141 -5.509856 1.342 0.079 1.584
O 0.663188 1.404957 -3.946734 -2.226 -0.877 -0.153
F -0.336951 3.216542 -4.921463 -0.408 0.096 -0.616
S -1.643827 0.761895 -2.499171 -3.670 -2.046 6.073
O -0.600941 0.418875 -1.492203 -0.978 1.591 -3.329
O -2.301557 -0.270444 -3.277541 1.989 1.405 0.050
F -2.807053 1.052152 -1.446259 0.252 0.826 -0.680
N -3.144832 -1.276462 2.890825 -1.970 -2.674 -2.334
S -2.894639 -0.269580 1.725310 5.511 1.279 -0.965
O -4.017312 0.364972 1.113347 0.137 0.634 0.465
O -1.772393 -0.746944 0.890816 -2.487 0.937 0.452
F -2.076498 0.790961 2.658062 -1.360 0.162 -0.506
S -3.681906 -2.581850 1.839733 0.301 -0.967 1.693
O -2.701871 -3.655506 1.713518 -1.753 1.672 0.379
O -4.581333 -2.311378 0.727719 1.241 -0.264 1.373
F -4.722519 -3.036643 3.010306 0.018 -0.822 -0.326
N 2.282538 0.504942 -1.071104 3.563 3.569 5.953
S 2.926445 -0.355112 -2.091151 -1.731 -5.508 -9.628
O 3.398676 -1.655434 -1.687162 1.021 1.636 0.221
O 3.509642 0.335264 -3.245653 -0.036 -0.865 2.144
F 1.460422 -0.720020 -2.624711 0.660 -0.603 -0.969
S 3.788652 0.586033 -0.108403 0.342 1.847 5.069
O 4.982641 1.056060 -0.788336 -1.701 -0.843 0.125
O 3.899083 -0.373822 0.978016 -0.238 0.734 -2.651
F 3.312153 1.859269 0.743157 0.040 -0.085 -0.959
N 0.292873 3.538760 -0.856669 0.731 -0.924 3.271
S 0.932147 4.903762 -0.441873 -0.544 4.794 -2.715
O 2.248920 4.817508 0.107532 -0.205 0.435 -0.088
O -0.049385 5.893775 -0.021116 1.560 -1.027 0.315
F 1.116326 5.408923 -1.974861 0.715 -0.261 0.238
S 0.050407 3.041337 0.745418 -4.187 -4.906 3.004
O 0.227943 3.885324 1.934782 0.972 -1.190 -2.881
O 0.262945 1.574280 0.894644 0.450 4.068 -0.965
F -1.546052 3.151814 0.608993 0.606 -0.263 0.026
N 0.038919 -1.006409 4.433919 3.476 -1.641 -2.877
S 0.658910 0.336028 4.824827 -1.273 4.663 2.293
O 1.055117 1.294288 3.806267 0.462 -1.358 0.860
O 1.409783 0.309669 6.059455 0.370 0.104 -0.301
F -0.728383 0.962782 5.289401 -0.437 0.455 0.632
S 1.305764 -1.384555 3.297752 -3.128 -3.483 -2.664
O 2.666894 -1.633447 3.706950 -0.768 1.496 0.063
O 0.942094 -0.842816 1.980561 1.572 -0.875 2.544
F 0.809625 -2.922945 3.229858 0.067 0.754 -0.171
N -0.759823 -4.697111 -0.937332 3.452 2.529 1.258
S -1.273874 -3.689059 -1.994120 -4.186 1.322 -4.706
O -0.469108 -3.703709 -3.238826 -1.010 0.638 2.065
O -1.981991 -2.505696 -1.574008 1.633 -0.757 -0.228
F -2.537746 -4.552497 -2.416160 -0.617 -1.159 -0.497
S 0.651011 -3.715919 -0.710841 3.968 -0.203 3.828
O 0.626486 -2.247019 -0.485805 -0.654 -3.150 -1.447
O 1.832210 -4.267217 -1.390419 -2.334 0.787 0.962
F 0.867493 -4.137016 0.857739 -0.157 -0.384 -1.395
```
Positions in Å, forces in eV/Å.

Here are the Löwdin charges for atoms 1 to 5, given in e: Li 0.63; Li 0.59; N -0.22; S 0.47; O -0.30

=====

Formula: F16KN8Na2O32S16
Source: the OMol25 dataset
Level of theory: ωB97M-V/def2-TZVPD

The net charge is -5. As for the energy above the lowest of the compared OMol25 structures with the same formula, charge and spin: 6.1 kcal/mol.

XYZ file:
```
75
Properties=species:S:1:pos:R:3:forces:R:3
Na 1.739062 1.483025 -0.900350 0.577 0.508 -0.899
Na -0.444468 0.150535 0.587950 -0.374 0.092 -0.188
K -4.175868 -0.856865 0.227930 0.232 -0.377 -0.744
N -0.444698 2.227845 -6.092400 0.245 -3.444 0.786
S -0.072868 0.541265 -6.073050 0.576 -0.918 -0.911
O -1.230798 -0.247685 -5.842080 -0.243 0.173 0.289
O 1.223072 -0.029365 -5.656080 -2.427 1.961 -0.377
F 0.072802 0.549605 -7.637600 0.162 -0.426 -1.473
S 0.488952 2.612615 -4.919860 2.799 4.207 2.724
O 1.848192 2.851655 -5.397530 -0.910 -1.105 0.996
O 0.189112 2.109365 -3.583900 0.827 -0.527 -1.922
F 0.093372 4.157335 -4.683750 -0.892 0.040 -0.537
N -2.154908 -5.164125 -1.760260 -4.977 -1.424 3.594
S -3.717578 -4.985505 -0.993150 -1.313 -3.620 3.394
O -4.904928 -5.458255 -1.670840 1.218 0.120 -0.391
O -3.980508 -3.880065 -0.095130 0.598 -0.401 -0.857
F -3.433208 -6.213045 0.039460 -0.080 0.479 -0.359
S -2.406078 -3.820475 -2.417220 4.029 7.299 -7.223
O -2.127578 -2.589345 -1.645910 -1.291 -2.433 -1.077
O -3.314798 -3.714485 -3.588910 -0.210 -0.368 3.217
F -1.108158 -4.027635 -3.296170 1.290 0.482 -0.226
N -4.493028 1.533495 -1.729910 -2.100 -2.415 -4.737
S -4.199338 0.986985 -3.369190 0.414 -1.535 -3.748
O -3.720398 -0.357695 -3.529830 -0.466 0.601 1.639
O -3.540178 1.910865 -4.297660 -2.210 -0.645 2.135
F -5.715668 0.760715 -3.904060 -0.028 1.149 0.797
S -3.045828 1.937435 -1.514540 5.825 4.494 1.903
O -2.627748 3.204135 -2.147730 -0.837 -3.086 1.599
O -2.067758 0.858655 -1.356820 -0.832 0.721 -0.381
F -3.291998 2.282135 -0.004920 -0.120 0.619 1.211
N 1.404612 -0.744265 -0.430450 1.524 -1.863 4.515
S 1.515832 -1.529755 -1.730860 0.298 -1.377 -9.426
O 0.877312 -2.815465 -1.896870 1.076 0.927 1.552
O 2.767222 -1.331585 -2.494540 -1.796 -0.397 2.252
F 0.530942 -0.592605 -2.566010 -0.057 0.329 0.649
S 2.293442 -1.871835 0.579400 0.698 -0.938 3.686
O 3.707542 -1.926825 0.243150 -2.248 -0.296 -0.210
O 1.555242 -3.063195 1.046920 1.593 2.919 -1.983
F 2.333432 -0.978625 1.901450 -0.570 0.119 -0.961
N -2.076028 -0.928285 1.819530 -1.164 5.189 3.092
S -1.810238 -2.115105 2.713390 4.687 -11.218 -1.173
O -2.923848 -2.785405 3.317150 -0.524 1.141 0.465
O -0.504138 -2.350105 3.329160 -2.349 1.793 -0.558
F -1.616978 -3.029435 1.353040 -0.104 0.100 0.644
S -2.345008 0.040795 3.279310 -3.390 5.275 0.461
O -1.233978 0.344455 4.108540 -0.073 -0.999 -0.417
O -3.676308 -0.073005 3.932360 2.663 -0.389 -2.009
F -2.511238 1.419725 2.423730 -0.097 -1.157 0.183
N 4.172922 2.040375 -1.090510 1.863 0.384 5.159
S 4.381882 3.352925 -1.851910 -1.855 3.521 -5.659
O 5.714472 3.807515 -2.135200 0.492 -0.132 0.813
O 3.399232 4.403045 -1.640000 0.932 -1.489 -0.600
F 4.004482 2.629615 -3.206060 -0.437 0.459 -0.742
S 4.836042 2.723175 0.377590 0.803 -0.063 3.618
O 4.316902 4.037405 0.786860 1.522 -2.355 -1.213
O 6.282882 2.468005 0.649390 -3.547 0.095 -1.086
F 4.006492 1.774325 1.349000 0.714 -0.367 -0.428
N 0.342052 2.463405 0.715180 -2.766 1.322 -5.587
S 0.598492 2.897455 2.096670 2.747 0.116 11.530
O -0.531368 3.374705 2.971310 2.925 -0.848 -3.043
O 1.932192 3.441735 2.257510 -1.881 0.528 0.321
F 0.913072 1.420305 2.697900 -0.936 -0.047 -0.522
S 0.062392 4.003675 0.069690 0.302 3.010 -4.752
O 1.185202 4.911275 0.158110 -1.304 -1.352 0.808
O -1.244128 4.610505 0.152250 0.942 -1.629 0.695
F 0.194262 3.540935 -1.460860 -0.329 -0.407 1.241
N 2.814842 -1.901175 6.898650 -3.456 0.358 -3.579
S 1.379162 -2.288785 6.033750 -0.583 3.347 -4.643
O 0.176082 -1.585025 6.482340 2.237 -1.608 -0.376
O 1.355372 -3.608255 5.484920 -0.418 -0.005 1.221
F 1.837112 -1.482375 4.702990 -0.270 -0.011 1.298
S 2.422532 -2.755935 8.068890 1.088 -1.271 6.632
O 2.584032 -4.186925 7.909740 -0.311 0.752 0.602
O 1.364022 -2.292165 8.999580 1.688 -1.108 -1.683
F 3.775382 -2.282345 8.847330 0.187 -0.580 0.975
```
Positions in Å, forces in eV/Å.

Here are the Löwdin charges for atoms 1 to 5, given in e: Na 0.39; Na 0.34; K 0.84; N -0.27; S 0.55

=====

Formula: F24InP4
Source: the OMol25 dataset
Level of theory: ωB97M-V/def2-TZVPD

The net charge is -1. As for the energy above the lowest of the compared OMol25 structures with the same formula, charge and spin: 25.7 kcal/mol.

XYZ file:
```
29
Properties=species:S:1:pos:R:3:forces:R:3
In -0.394552 0.656768 -0.782188 1.415 -2.364 2.507
P -1.189718 -1.652378 -3.482175 -0.053 -0.279 -1.022
F -2.145057 -1.364958 -2.174965 0.627 0.116 0.629
F -1.294748 -3.210830 -3.327942 -0.129 0.171 -0.057
F -2.487366 -1.500737 -4.394358 0.159 -0.146 0.072
F -0.252757 -1.693958 -4.786430 -0.236 -0.368 0.401
F -0.980725 0.000884 -3.509641 0.066 2.217 0.898
F 0.145070 -1.616358 -2.540082 0.026 0.237 0.996
P -2.355314 -0.744411 1.985259 -0.249 -0.903 0.849
F -2.812195 0.520627 1.031923 -0.237 0.916 -1.084
F -2.762608 0.064395 3.294599 0.046 -0.324 -0.087
F -3.820220 -1.366952 1.860897 0.287 0.083 -0.096
F -1.790525 -2.036541 2.766037 -0.248 1.196 -0.184
F -1.914552 -1.477571 0.574491 0.753 0.496 -0.674
F -0.912675 0.040046 2.022137 0.796 -0.368 -0.771
P 1.062973 3.532910 1.020326 0.679 0.713 0.902
F -0.520977 3.482986 0.614875 -0.505 -0.477 -0.809
F 1.168034 5.002171 0.394028 -0.104 -0.423 0.099
F 0.651099 4.049698 2.472310 0.226 -0.379 -0.489
F 2.624634 3.541380 1.389158 -0.763 -0.316 -0.178
F 0.910572 1.945780 1.406395 -0.534 -0.336 0.694
F 1.437861 2.869262 -0.463492 -0.589 -0.341 -1.685
P 2.540244 -1.314081 0.692873 1.672 -0.666 1.137
F 3.916305 -0.858824 1.394824 -0.809 0.066 0.289
F 2.292490 0.211773 0.179333 -0.791 1.672 -0.651
F 3.383873 -1.565832 -0.664201 -0.387 -0.202 -0.100
F 1.173225 -1.659164 -0.099133 -1.974 -0.033 -1.165
F 2.698401 -2.828335 1.124025 0.071 -0.243 -0.049
F 1.629205 -1.027751 2.001116 0.784 0.284 -0.373
```
Positions in Å, forces in eV/Å.

Here are the Löwdin charges for atoms 1 to 5, given in e: In 1.83; P 0.16; F -0.18; F -0.07; F -0.11

=====

Number 1: gap between HOMO and LUMO 10.6 eV, E_HOMO -8.515 eV. Number 2: gap between HOMO and LUMO 6.9 eV, E_HOMO 0.258 eV. Number 3: gap between HOMO and LUMO 6.4 eV, E_HOMO 0.506 eV. Number 4: gap between HOMO and LUMO 4.1 eV, E_HOMO -10.328 eV.